ORCA calculation (ωB97M-V with the def2-TZVPD basis set) on a cluster of 6 separate species, C32H34Cl2 in total in a non-equilibrium geometry.

Each line ends with the natural charge from an NBO analysis.
Element x y z (Å)
1 C 3.69 -1.40 -4.82  -0.21
2 C 4.51 -0.63 -5.66  -0.21
3 C 4.94 0.69 -5.31  -0.22
4 C 4.33 1.29 -4.23  -0.21
5 C 3.38 0.58 -3.50  -0.22
6 C 3.08 -0.71 -3.77  -0.22
7 H 3.47 -2.45 -5.01  0.22
8 H 4.89 -1.11 -6.56  0.21
9 H 5.53 1.25 -6.04  0.22
10 H 4.56 2.35 -4.01  0.22
11 H 2.83 1.06 -2.70  0.22
12 H 2.25 -1.21 -3.28  0.21
13 C -1.10 -0.94 5.73  -0.22
14 C -0.01 -0.27 5.22  -0.21
15 C 0.00 1.08 5.01  -0.23
16 C -1.13 1.85 5.39  -0.20
17 C -2.24 1.17 5.87  -0.22
18 C -2.21 -0.22 6.03  -0.20
19 H -0.93 -2.02 5.91  0.22
20 H 0.85 -0.91 5.05  0.21
21 H 0.90 1.60 4.73  0.21
22 H -1.07 2.91 5.32  0.21
23 H -3.07 1.74 6.14  0.21
24 H -3.07 -0.73 6.46  0.21
25 C -0.37 1.64 -4.68  -0.20
26 C -1.10 2.42 -5.62  -0.21
27 C -2.26 3.04 -5.22  -0.22
28 C -2.67 3.07 -3.89  -0.20
29 C -2.01 2.29 -2.95  -0.24
30 C -0.87 1.63 -3.34  -0.22
31 H 0.53 1.20 -5.08  0.23
32 H -0.73 2.60 -6.63  0.21
33 H -2.76 3.71 -5.88  0.21
34 H -3.57 3.70 -3.67  0.21
35 H -2.44 2.24 -1.96  0.22
36 H -0.32 1.05 -2.63  0.22
37 C -2.05 -0.72 -0.47  -0.21
38 C -0.74 -1.06 -0.89  -0.22
39 C 0.35 -0.95 -0.03  -0.21
40 C 0.19 -0.23 1.17  -0.22
41 C -1.07 0.19 1.56  -0.23
42 C -2.24 -0.08 0.75  -0.21
43 H -2.83 -1.08 -1.09  0.22
44 H -0.58 -1.50 -1.87  0.21
45 H 1.38 -1.15 -0.37  0.22
46 H 1.10 -0.06 1.79  0.22
47 H -1.19 0.54 2.58  0.23
48 H -3.21 0.12 1.08  0.21
49 C 0.06 -5.52 4.17  -0.20
50 C -0.15 -4.13 3.99  -0.22
51 C -0.93 -3.71 2.91  -0.21
52 C -1.52 -4.63 2.03  -0.20
53 C -1.39 -5.99 2.28  -0.21
54 C -0.54 -6.45 3.29  -0.22
55 H 0.67 -5.88 4.96  0.21
56 H 0.40 -3.43 4.54  0.20
57 H -0.93 -2.66 2.61  0.22
58 H -2.10 -4.35 1.17  0.21
59 H -1.87 -6.73 1.66  0.21
60 H -0.46 -7.52 3.40  0.21
61 Cl 0.71 6.02 -1.25  -0.05
62 C -0.08 4.59 -0.59  -0.42
63 C 0.82 3.77 0.35  -0.37
64 Cl 2.08 2.80 -0.50  -0.09
65 H -0.42 4.02 -1.53  0.25
66 H -0.93 4.84 0.01  0.22
67 H 0.25 2.98 0.90  0.24
68 H 1.42 4.39 1.01  0.23

Output
- max |F| (Eh/bohr) = 0.0540
- SMILES string = c1ccccc1.c1ccccc1.c1ccccc1.c1ccccc1.c1ccccc1.ClCCCl
- energy (eV) = -58778.9583
- energy relative to the best compared isomer or geometry (same formula, charge and spin) (kcal per mole) = 0.0
- total charge = 0
- LUMO level (eV) = 0.609

=====

ORCA calculation (ωB97M-V with the def2-TZVPD basis set) on an isolated molecule of CH5N2PS in a non-equilibrium geometry.

Each line ends with the natural charge from an NBO analysis.
Element x y z (Å)
1 C -1.07 -0.45 -1.12  -0.51
2 N -1.04 0.88 -0.44  -0.01
3 N -0.12 1.27 0.27  -0.48
4 P 1.01 0.31 1.07  0.94
5 S 0.39 -1.05 2.32  -0.57
6 H -1.97 -0.47 -1.70  0.23
7 H -0.76 -1.31 -0.47  0.23
8 H -0.19 -0.22 -1.69  0.23
9 H 1.77 1.18 1.78  -0.03
10 H 1.98 -0.13 -0.01  -0.04

Output
- max |F| (Eh/bohr) = 0.0604
- SMILES string = C/N=N\[PH2]=S
- energy (eV) = -24219.8488
- energy relative to the best compared isomer or geometry (same formula, charge and spin) (kcal per mole) = 49.6
- total charge = 0
- LUMO level (eV) = -0.481